Formula: C5H15N3
Source: OMol25
Level of theory: wB97M-V/def2-TZVPD

Calculated values
SMILES string: NCCCNCCN
Spin multiplicity: 1
E_HOMO, eV: -8.1
Net charge: 0

Geometry as XYZ:
```
23
Properties=species:S:1:pos:R:3:nbo_charge:R:1
N 0.70808 1.37289 0.04347 -0.672
N -0.30163 -0.97990 2.36343 -0.806
N -1.42846 -1.48944 -1.29162 -0.878
C 0.02244 -1.39828 -1.56687 -0.211
C 0.21738 1.33575 1.44091 -0.248
C 0.39427 -0.01608 -2.04375 -0.410
C 0.64325 0.13718 2.29496 -0.250
C -0.10059 1.15992 -1.15983 -0.217
H -0.43631 -1.36296 1.49664 0.347
H 0.58771 2.40765 1.78219 0.197
H 1.46225 -0.19590 1.71248 0.189
H -0.01033 0.12068 -3.07728 0.205
H -1.11493 1.15251 -0.99194 0.193
H -0.92259 1.72104 1.46039 0.196
H 1.66382 0.90438 -0.08632 0.354
H -1.73888 -2.48632 -1.45202 0.379
H 0.94795 0.47623 3.31247 0.199
H 0.40310 -2.08971 -2.28451 0.208
H -1.66647 -0.99284 -0.49302 0.364
H -0.11748 2.22905 -1.65544 0.178
H 0.44125 -1.40683 -0.48032 0.146
H -1.06142 -0.66075 2.76931 0.343
H 1.40760 0.06172 -2.09334 0.193
```



Formula: C19H22CoN8O4S
Source: OMol25
Level of theory: wB97M-V/def2-TZVPD

Calculated values
Spin multiplicity: 4
E_HOMO (spin up / spin down), eV: -14.0 / -14.0
Net charge: +2
<S²>: 3.7556

Geometry as XYZ:
```
55
Properties=species:S:1:pos:R:3:lowdin_spin:R:1
Co 0.05079 -0.32240 -0.05141 2.781
S 3.40363 -0.77714 -3.30253 0.004
O -0.50874 1.49152 -0.93620 0.027
O 0.16469 -2.59046 0.27811 0.033
O -1.44316 -1.01002 -1.48976 0.023
O -1.02948 -3.60566 1.76423 0.001
N -1.17509 -1.36039 1.42192 0.025
N -2.74032 -2.11582 3.04752 0.001
N -1.94044 1.13588 1.78927 0.006
N 3.90519 -0.04612 1.42409 0.000
N 1.70727 -0.11113 1.18385 0.036
N -2.53175 0.10037 2.51461 0.000
N -0.68571 -2.60664 1.18012 0.001
N 1.68146 -0.46882 -1.46655 0.032
C 3.37630 0.14388 2.69332 0.002
C 1.84051 4.20662 -1.07248 0.000
C 1.98972 0.09674 2.52777 0.005
C 3.97053 -0.54246 -1.71125 0.000
C -0.06927 2.60900 -1.23992 0.005
C 3.12677 0.53786 5.00095 0.000
C 3.04416 4.44629 0.99269 0.000
C 1.14382 0.27664 3.62090 0.000
C 1.80128 -0.66763 -2.74937 0.002
C 1.19659 2.92392 0.86683 0.000
C -2.14330 -1.17604 2.33232 0.004
C 1.73060 0.49698 4.84986 0.000
C 2.87175 -0.18755 0.57417 0.002
C 2.91834 -0.39829 -0.86497 0.002
C 3.97614 0.36139 3.92807 0.000
C 2.20407 3.52078 1.60213 0.000
C -0.66466 3.31847 -2.41444 0.002
C 1.01120 3.25204 -0.47739 0.000
C 2.86248 4.78763 -0.34162 0.000
H -3.43589 -1.87828 3.73578 0.000
H -1.54961 2.79207 -2.76069 0.000
H -2.44714 -3.07580 2.94553 0.000
H -0.91103 4.35018 -2.16532 0.000
H -1.56017 -1.92216 -1.78044 0.001
H 4.88235 -0.08046 1.18447 0.000
H 1.10786 0.63713 5.72289 0.000
H 5.05042 0.39146 4.04846 0.000
H 0.06862 0.23708 3.50810 0.000
H 0.06546 3.35197 -3.22692 0.000
H 5.02602 -0.53472 -1.49297 0.000
H -3.33675 0.28772 3.09444 0.000
H 1.70292 4.48874 -2.10765 0.000
H 3.50996 5.51728 -0.80796 0.000
H 3.54462 0.70872 5.98327 0.000
H 0.52559 2.22051 1.33971 0.000
H 0.95849 -0.76216 -3.41746 0.000
H -1.84386 -0.42774 -2.14471 0.001
H 2.32818 3.27540 2.64949 0.000
H 3.83262 4.91740 1.56469 0.000
H -2.59974 1.51358 1.11744 0.000
H -1.65572 1.86955 2.42788 0.000
```



Formula: C5H9ClNO4P
Source: OMol25
Level of theory: wB97M-V/def2-TZVPD

Calculated values
Spin multiplicity: 1
E_HOMO (spin up / spin down), eV: -8.7 / -8.6
Net charge: 0

Geometry as XYZ:
```
21
Properties=species:S:1:pos:R:3:nbo_charge:R:1
Cl 0.13351 3.90428 -0.66163 -0.371
P 0.02995 1.73424 -0.61564 1.735
O 0.99969 -0.15872 1.67857 -0.669
O -0.58957 -0.42030 0.18252 -0.630
O 1.41326 1.22327 -0.77556 -1.091
O -1.64576 -2.48776 -1.70428 -0.458
N -0.96750 1.57198 -1.97546 -1.147
C 0.59457 -2.79950 -0.89540 -0.544
C 0.50937 -0.76164 0.55587 0.869
C -0.61743 -2.68418 -1.19644 0.719
C -1.31018 1.89263 2.41035 -0.496
C 1.40526 -1.73687 -0.16143 -0.540
H 0.91132 -3.83030 -0.94601 0.265
H -1.02434 0.58804 -1.98908 0.387
H -1.72920 0.91814 2.41991 0.179
H -1.91384 1.91237 -2.12141 0.422
H 2.13233 -1.17048 -0.77351 0.277
H -0.71756 2.46142 3.10081 0.183
H 1.96234 -2.45778 0.40547 0.249
H 1.99085 -0.09786 1.62813 0.503
H -1.56706 2.39902 1.43423 0.157
```



Formula: C4H6ClI
Source: OMol25
Level of theory: wB97M-V/def2-TZVPD

Calculated values
Spin multiplicity: 1
E_HOMO (spin up / spin down), eV: -8.9 / -8.7
Net charge: 0

Geometry as XYZ:
```
12
Properties=species:S:1:pos:R:3:nbo_charge:R:1
I 1.13772 2.53045 -0.84524 0.162
Cl 2.66329 -1.84810 -1.38238 -0.084
C -0.41765 1.41992 0.16214 -0.143
C -1.47799 1.74648 0.87914 -0.571
C 1.06384 -1.01837 -1.56295 -0.465
C 0.07822 -1.15271 -0.49103 -0.227
H -1.84748 2.72965 1.38424 0.233
H -2.02374 0.93681 1.21146 0.221
H -0.98919 -1.41354 -0.62089 0.206
H 0.76799 -1.35343 -2.53654 0.229
H 1.35333 0.05146 -1.52796 0.247
H 0.33361 -1.05237 0.49163 0.192
```



Formula: C3H6OS2
Source: OMol25
Level of theory: wB97M-V/def2-TZVPD

Calculated values
SMILES string: C1OCSCS1
Spin multiplicity: 1
E_HOMO, eV: -8.7
Net charge: 0

Geometry as XYZ:
```
12
Properties=species:S:1:pos:R:3:nbo_charge:R:1
S 0.70254 -0.16782 -1.51447 0.182
S 0.74263 0.41157 1.46804 0.107
O -1.50703 0.69866 -0.08459 -0.514
C 1.09461 -0.86830 0.09531 -0.659
C -1.17167 0.25460 1.11397 -0.159
C -1.13390 -0.30189 -1.06909 -0.220
H -1.75672 -0.12082 -2.00896 0.224
H -1.25817 -1.43577 -0.72149 0.187
H -1.65973 -0.68501 1.48521 0.193
H -1.56575 1.19713 1.70893 0.212
H 2.09557 -1.21680 0.04267 0.233
H 0.34398 -1.73448 0.07215 0.214
```



Formula: COS3
Source: OMol25
Level of theory: wB97M-V/def2-TZVPD

Calculated values
Spin multiplicity: 1
E_HOMO (spin up / spin down), eV: -9.1 / -7.7
Net charge: 0

Geometry as XYZ:
```
5
Properties=species:S:1:pos:R:3:nbo_charge:R:1
S -1.17147 0.35015 -0.58881 0.852
S -0.04388 -1.30193 -0.03591 0.242
S 2.42395 0.65033 -0.10236 0.206
O -2.18582 0.53117 0.41359 -0.805
C 1.36189 -0.50587 0.13840 -0.495
```